[1]
Below is 2 unconnected molecules or ions with the total composition C7H5N2O6 at a distorted geometry, with properties calculated with the ωB97M-V functional and the def2-TZVPD basis.

Output
* Kohn-Sham gap (alpha / beta): 6.879 / 6.876 eV
* spin multiplicity: 1
* net charge: -1

XYZ file:
```
20
Properties=species:S:1:pos:R:3:forces:R:3:lowdin_charge:R:1
C 0.339636 -0.166640 -1.070390 1.5 -0.4 -0.9 -0.15
C 0.609644 -1.133732 -0.107113 1.8 -3.6 2.2 -0.14
C -0.412041 0.866790 -0.730976 -1.9 2.2 -1.0 -0.09
C 0.168612 -1.121096 1.197040 0.7 0.9 -3.8 -0.05
C -0.973430 2.432548 3.530582 1.1 0.7 0.7 -0.52
C -1.237358 0.988055 0.527436 2.5 -2.6 1.5 -0.08
C -0.641685 -0.121331 1.610651 -3.3 3.8 -1.3 -0.13
N -2.640591 0.685160 -0.012909 -0.6 -0.5 1.5 -0.36
N -1.161893 -0.176140 2.853741 0.6 -2.1 -0.2 -0.34
O 0.186991 2.196915 3.423945 -1.4 0.0 -0.2 0.13
O -1.940119 3.047665 3.775546 0.1 0.4 -0.1 0.14
O -3.355135 1.657374 -0.207974 0.2 -0.6 -0.3 0.05
O -2.944790 -0.488523 -0.192236 0.1 1.2 -0.1 0.07
O -1.965324 0.725186 3.230508 0.1 -0.7 0.3 -0.04
O -0.844174 -1.193853 3.563959 -0.9 1.9 0.1 -0.04
H 0.957107 -0.344523 -1.995711 -1.3 0.9 0.6 0.12
H 1.319808 -1.989349 -0.296706 -0.8 1.1 -0.3 0.10
H -0.823435 1.607588 -1.440585 1.0 -0.3 -0.1 0.11
H 0.436574 -1.810050 1.902148 0.8 -1.8 1.4 0.08
H -1.229586 2.015344 0.904844 -0.5 -0.4 0.0 0.13
```
Forces are in eV/Å.


[2]
Below is a molecular structure, CHBr2NO at a distorted geometry, with properties calculated with the ωB97M-V functional and the def2-TZVPD basis.

Output
* Kohn-Sham gap: 8.884 eV
* spin multiplicity: 1

XYZ file:
```
6
Properties=species:S:1:pos:R:3:forces:R:3:lowdin_charge:R:1
C -0.574768 0.665750 0.054882 -2.5 -2.0 1.0 -0.25
N -2.217842 -0.061760 0.641945 3.1 2.3 0.3 -1.07
O -0.741855 1.602754 -0.608862 1.7 -0.3 0.3 -0.01
Br -3.340305 1.278482 0.005555 -1.0 -0.3 -0.1 0.62
Br -2.317049 -1.685751 -0.185055 -0.2 -0.9 -0.7 0.55
H 0.256996 -0.026668 0.469519 -1.1 1.3 -0.8 0.15
```
Forces are in eV/Å.


[3]
Below is a molecular structure, C19H54AsF6O14S8 at a distorted geometry, with properties calculated with the ωB97M-V functional and the def2-TZVPD basis.

Output
* Kohn-Sham gap: 8.833 eV
* spin multiplicity: 1
* net charge: -1

XYZ file:
```
102
Properties=species:S:1:pos:R:3:forces:R:3:lowdin_charge:R:1
As 10.291693 -13.215364 -12.546737 -1.6 0.2 -0.6 0.81
F 11.576931 -12.084300 -12.265234 0.3 -0.7 -0.3 -0.25
F 9.931335 -12.512846 -14.132058 0.6 -0.2 0.5 -0.27
F 8.826948 -14.175014 -12.737292 0.5 -0.2 0.0 -0.27
F 10.514887 -13.960799 -10.965106 0.2 0.4 -0.7 -0.25
F 9.237868 -11.964932 -11.883607 0.1 -0.2 0.4 -0.28
F 11.257351 -14.436489 -13.350456 -0.2 0.6 0.7 -0.25
O 4.633998 -13.138613 -14.327092 0.0 0.3 -0.8 -0.32
S 4.919439 -13.671868 -15.641297 1.0 -1.0 1.0 0.61
O 3.848225 -13.834152 -16.594013 1.2 0.4 0.4 -0.28
O 6.182411 -12.908517 -16.310456 -2.0 -0.1 -0.1 -0.28
C 7.080631 -12.079858 -15.500686 -0.1 -1.1 -0.3 -0.23
C 6.608293 -10.682328 -15.208928 0.6 0.8 0.0 -0.06
C 5.746642 -15.283111 -15.327984 -1.0 1.4 0.0 -0.10
H 7.931625 -12.104293 -16.178294 0.3 0.2 0.5 0.12
H 7.291109 -12.659041 -14.602029 0.2 0.2 0.1 0.10
H 5.545289 -10.498205 -15.337646 -0.1 -0.3 0.2 0.08
H 7.131805 -9.960781 -15.842866 -0.1 -0.1 -0.2 0.07
H 6.942178 -10.423660 -14.201898 -0.4 0.0 0.1 0.08
H 6.200971 -15.529974 -16.280210 0.1 -0.5 0.2 0.06
H 4.963792 -15.936087 -14.947766 0.0 -0.3 -0.5 0.06
H 6.433782 -15.132608 -14.497642 0.4 0.2 -0.3 0.05
O 7.401795 -14.822099 -6.485281 1.4 0.1 -0.1 -0.29
S 8.746636 -14.780941 -7.012793 -1.7 -0.8 -2.0 0.62
O 9.915150 -14.901226 -6.203566 0.1 0.5 0.3 -0.28
O 8.781054 -16.016042 -8.081265 -0.5 0.4 1.1 -0.28
C 10.050748 -16.358502 -8.638517 0.3 1.1 -1.6 -0.27
C 9.765663 -17.121094 -9.938237 0.1 0.0 0.4 -0.05
C 8.812609 -13.382037 -8.187635 0.2 -0.3 1.2 -0.10
H 10.707645 -16.845444 -7.919757 -0.2 -0.2 0.0 0.12
H 10.523975 -15.417851 -8.954519 0.2 -0.2 0.2 0.09
H 9.451820 -18.135322 -9.697259 0.0 -0.1 -0.3 0.08
H 10.608176 -17.097066 -10.631323 0.3 -0.3 0.4 0.07
H 8.997090 -16.614970 -10.522708 -0.3 0.0 0.4 0.06
H 8.194241 -13.583725 -9.054584 0.0 -0.2 0.1 0.05
H 9.844953 -13.179135 -8.459231 0.0 0.0 0.0 0.06
H 8.380396 -12.552419 -7.631471 0.1 0.1 0.0 0.06
O 12.961069 -14.093486 -18.089829 0.6 -0.3 -0.1 -0.28
S 11.765113 -13.324052 -18.134125 -1.1 0.0 1.4 0.59
O 11.378192 -12.646888 -19.336193 -0.1 -0.3 0.5 -0.28
O 10.531469 -14.282940 -17.704021 0.5 1.0 -0.7 -0.27
C 10.771164 -15.307680 -16.723137 -0.8 -0.4 -0.3 -0.26
C 9.454513 -15.585758 -16.021846 0.9 0.0 1.3 -0.07
C 11.736811 -12.170873 -16.756956 0.3 0.7 -1.4 -0.12
H 11.512684 -15.026910 -15.974716 0.1 0.1 -0.3 0.11
H 11.079415 -16.182999 -17.299046 0.3 0.0 0.3 0.12
H 8.669563 -15.997233 -16.647103 0.0 0.1 -0.1 0.07
H 9.146433 -14.736734 -15.406436 -0.3 0.3 -0.6 0.05
H 9.731816 -16.276171 -15.213696 -0.3 -0.5 -0.3 0.08
H 12.453742 -11.401820 -17.058423 0.1 -0.1 0.2 0.06
H 12.018548 -12.544425 -15.780488 -0.2 -0.4 -0.1 0.06
H 10.763480 -11.688910 -16.795749 -0.1 -0.2 0.3 0.06
C 3.940249 -14.571912 -11.394111 0.3 0.1 -0.2 -0.25
S 5.398338 -13.507265 -11.052274 -0.4 -1.0 0.1 0.83
O 5.131556 -12.848244 -9.746731 0.3 0.0 0.1 -0.56
C 6.479392 -14.954197 -10.824509 0.8 -0.2 -0.3 -0.28
H 3.963362 -14.856739 -12.446223 0.0 0.1 0.0 0.03
H 3.047745 -13.986680 -11.188128 0.0 0.1 0.0 0.05
H 3.969757 -15.474656 -10.786823 0.0 0.1 0.2 0.05
H 6.297183 -15.603763 -9.967029 -0.5 0.4 0.2 0.07
H 7.533160 -14.670438 -10.793265 -0.2 0.3 0.0 0.00
H 6.402047 -15.565929 -11.728051 -0.2 0.1 -0.1 0.05
C 13.425285 -17.264589 -12.801370 -0.4 -0.8 0.9 -0.22
S 14.447222 -18.095424 -11.492858 -0.5 -0.3 -1.3 0.81
O 15.533019 -18.693270 -12.327241 0.4 0.1 0.7 -0.58
C 15.118349 -16.854759 -10.346685 0.3 0.8 -0.1 -0.26
H 13.593943 -16.202471 -12.932759 -0.1 0.0 -0.1 0.04
H 12.396103 -17.561149 -12.579703 -0.1 0.8 0.4 0.02
H 13.583491 -17.893486 -13.675925 0.8 0.4 -0.1 0.04
H 15.377044 -17.482953 -9.496689 0.0 0.2 0.1 0.03
H 14.442030 -16.052612 -10.041806 -0.6 -0.5 0.0 0.04
H 15.989810 -16.273222 -10.657422 0.2 -0.6 -0.6 0.06
C 15.332865 -11.080320 -13.566721 -0.6 0.4 0.5 -0.25
S 15.003066 -12.734853 -12.899229 -0.1 0.5 0.0 0.80
O 16.317802 -13.370334 -12.660391 0.4 -0.4 0.2 -0.57
C 14.402223 -12.197071 -11.266105 -0.8 0.0 0.5 -0.27
H 14.351098 -10.693982 -13.856825 0.1 0.2 -0.1 0.02
H 15.993747 -11.057325 -14.428860 0.0 -0.6 0.0 0.06
H 15.767621 -10.451657 -12.788178 0.0 -0.1 0.0 0.05
H 13.725745 -11.340583 -11.292777 0.3 0.2 -0.4 0.03
H 15.220251 -12.030742 -10.565433 0.3 0.1 -0.4 0.06
H 13.747487 -12.956009 -10.829050 0.3 -0.4 -0.3 0.03
C 11.407116 -8.941928 -12.746570 0.0 0.4 0.2 -0.28
S 12.015377 -8.264091 -14.316896 -0.3 0.0 -0.5 0.83
O 12.439575 -9.375722 -15.227786 0.1 0.1 0.5 -0.57
C 10.379041 -7.794116 -14.942340 0.0 0.1 1.6 -0.25
H 10.947512 -8.158274 -12.139129 -0.1 0.3 -0.4 0.02
H 12.272380 -9.231456 -12.152023 0.0 -0.5 -0.3 0.04
H 10.667330 -9.728978 -12.891901 0.3 -0.2 -0.1 0.05
H 9.890318 -7.372375 -14.058068 -0.2 0.1 -0.2 0.04
H 9.898186 -8.743690 -15.167947 -0.1 0.1 -0.5 0.05
H 10.402939 -7.025703 -15.705016 0.2 -0.3 -0.4 0.05
C 7.439564 -9.627132 -10.302733 0.6 0.1 0.4 -0.25
S 8.951729 -8.682299 -9.978717 0.0 -0.9 1.3 0.81
O 8.690100 -7.788217 -8.802704 0.0 0.0 -0.6 -0.57
C 9.852348 -10.109906 -9.218557 -0.7 0.7 -0.1 -0.23
H 6.728332 -8.910910 -10.704646 -0.1 -0.3 -0.2 0.05
H 7.082317 -10.051858 -9.365193 -0.1 0.2 0.1 0.06
H 7.727396 -10.457771 -10.947454 -0.3 0.2 -0.4 0.03
H 9.262514 -10.393420 -8.346720 -0.1 0.1 0.0 0.04
H 10.787252 -9.689936 -8.856507 0.2 -0.3 -0.3 0.05
H 9.901640 -10.952769 -9.904832 0.4 0.1 -0.1 0.02
```
Forces are in eV/Å.


[4]
Below is 12 unconnected molecules or ions with the total composition C19H62N6O20 at a distorted geometry, with properties calculated with the ωB97M-V functional and the def2-TZVPD basis.

Output
* SMILES string: NC(N)=O.NC(N)=O.NC(N)=O.OCCO.OCCO.OCCO.OCCO.OCCO.OCCO.OCCO.OCCO.O
* Kohn-Sham gap: 10.149 eV
* spin multiplicity: 1

XYZ file:
```
107
Properties=species:S:1:pos:R:3:forces:R:3:lowdin_charge:R:1
C -3.285219 -1.575832 2.817298 -0.7 -0.2 1.0 -0.64
O -2.080895 -1.602216 3.019787 0.8 -0.2 -0.5 0.01
N -4.006297 -2.521182 2.131947 0.0 -0.1 -1.4 0.16
N -4.075452 -0.656016 3.434147 -0.2 0.8 0.2 0.17
H -3.503017 -3.060272 1.381092 -0.6 0.8 1.0 0.09
H -4.896084 -2.142766 1.786668 0.6 -0.5 0.1 0.11
H -5.062123 -0.717436 3.348187 -0.6 -0.1 -0.1 0.09
H -3.754074 0.162006 3.938581 0.6 -0.5 -0.2 0.10
C 0.374522 3.917857 -0.940471 0.6 0.8 -0.2 -0.65
O -0.177857 4.010988 -2.036828 -0.6 0.0 -0.1 0.00
N 1.516197 3.235911 -0.760246 0.0 -1.0 -0.9 0.22
N -0.049327 4.644091 0.129296 -0.2 -0.2 -0.4 0.18
H 1.912306 3.190183 0.144880 0.6 -0.3 0.9 0.04
H 1.779221 2.512109 -1.433553 -0.3 0.6 0.5 0.11
H -0.587401 5.454739 -0.126167 0.0 0.0 0.4 0.11
H 0.503603 4.606416 0.962390 -0.1 0.2 0.3 0.09
C 1.546388 -3.218872 -2.516601 -0.4 1.4 -1.1 -0.63
O 2.729764 -3.521983 -2.356018 -0.2 -0.1 0.6 0.00
N 0.722691 -3.909246 -3.377676 -0.8 0.1 -1.0 0.16
N 0.995337 -2.074130 -1.999815 1.2 -1.4 -0.2 0.21
H 1.215081 -4.255266 -4.191329 0.2 -0.4 0.4 0.10
H -0.098140 -3.387911 -3.722549 0.5 -0.1 0.7 0.09
H 0.027185 -1.879531 -2.002738 -1.1 -0.1 -0.3 0.05
H 1.493003 -1.747253 -1.218964 0.6 0.8 1.1 0.05
O 3.309866 3.756715 1.757351 -1.3 -1.6 0.6 -0.02
H 3.710614 3.204076 2.447200 -0.2 0.3 -0.3 0.05
H 3.904598 4.451279 1.600650 1.4 1.4 -0.3 0.02
C 0.440389 -4.144586 1.550997 -1.1 1.4 -0.5 -0.15
C 1.815462 -3.902117 0.966557 1.0 -0.8 0.1 -0.22
O 2.204058 -2.544917 1.188806 0.7 -0.3 0.4 -0.10
O -0.485409 -3.035209 1.272872 1.0 -0.7 -1.4 -0.12
H 0.456529 -4.184230 2.625420 0.3 -0.5 0.5 0.12
H 0.059926 -5.067029 1.080131 -0.1 0.3 0.5 0.13
H 1.894651 -4.175252 -0.099429 -0.4 0.4 0.2 0.10
H 2.487923 -4.683809 1.454268 -0.5 1.1 -0.2 0.14
H 3.169562 -2.385746 1.045236 -1.2 -0.5 -0.1 0.09
H -0.887564 -2.613884 2.040164 -0.2 -0.1 0.9 0.04
C -2.885843 -2.904494 -2.781415 -0.9 1.6 0.6 -0.22
C -2.677644 -3.829254 -1.611391 -0.5 -1.2 -0.4 -0.25
O -2.691577 -3.259549 -0.315217 0.8 0.4 -0.2 -0.11
O -1.797055 -1.982541 -2.914490 -0.2 -0.7 -0.2 -0.09
H -3.824556 -2.285276 -2.691714 0.7 -0.7 0.2 0.14
H -3.052115 -3.522157 -3.662687 0.5 0.0 -0.3 0.11
H -1.759421 -4.417484 -1.810755 -0.2 0.3 0.3 0.12
H -3.525952 -4.549428 -1.695361 0.5 0.3 0.4 0.13
H -1.774942 -3.006844 -0.008467 -0.9 -0.5 -0.4 0.07
H -2.152924 -1.126205 -2.663458 0.0 0.5 -0.2 0.05
C 3.379198 0.244939 2.036617 -0.2 -1.1 1.5 -0.24
C 2.741325 0.238899 3.470464 -0.6 -0.1 -1.3 -0.15
O 1.462826 -0.502670 3.409792 1.1 0.7 0.0 -0.09
O 2.534505 0.868737 1.144588 0.0 1.4 -0.8 -0.06
H 3.691636 -0.760634 1.668734 -0.4 0.6 0.5 0.11
H 4.255501 0.830015 1.982591 1.4 0.7 0.5 0.10
H 2.482507 1.285285 3.790784 0.2 -1.1 -0.4 0.10
H 3.440463 -0.182968 4.202829 -0.3 -0.2 -0.1 0.12
H 1.516857 -1.185981 2.718771 0.3 0.0 0.3 0.05
H 1.843400 0.285582 0.902008 -1.4 -1.0 -0.7 0.04
C 0.491379 0.954588 -5.182519 -0.5 0.2 0.2 -0.23
C 0.363819 1.515877 -3.758815 1.0 0.7 -2.5 -0.25
O -0.895065 2.125014 -3.625247 -0.4 -1.0 0.3 -0.09
O -0.458988 -0.056724 -5.551309 0.0 0.3 0.3 -0.07
H 1.549974 0.670265 -5.333588 -0.7 -0.4 -0.1 0.13
H 0.241381 1.756531 -5.846750 0.5 0.9 -0.4 0.11
H 1.159752 2.280570 -3.780286 -0.2 0.2 0.3 0.12
H 0.720273 0.762521 -3.095894 -0.6 -0.8 1.3 0.09
H -0.826138 2.790308 -2.916200 0.3 0.5 0.0 0.02
H -1.253865 0.456821 -5.802956 0.6 -0.7 0.3 0.09
C -4.226602 1.702218 -2.492821 -1.0 -2.1 0.2 -0.25
C -3.798244 3.117194 -2.463368 -0.1 0.4 -1.1 -0.27
O -4.960476 3.884976 -2.193441 0.0 0.5 0.8 -0.06
O -3.191058 0.755350 -2.728438 1.6 0.8 0.1 -0.11
H -4.907269 1.472158 -3.312628 -0.8 0.6 0.4 0.12
H -4.656438 1.462790 -1.496366 -0.2 0.1 -0.6 0.13
H -3.462018 3.411532 -3.460536 0.6 0.0 0.1 0.13
H -2.986956 3.121223 -1.745243 0.2 0.9 0.4 0.11
H -4.750026 4.805362 -1.955400 0.1 -0.7 -0.2 0.10
H -2.398393 1.277412 -3.028435 -0.3 -0.8 0.0 0.06
C 5.237734 0.495209 -1.409544 -1.4 -1.6 1.4 -0.19
C 3.970071 -0.425489 -1.792661 2.9 1.2 1.3 -0.18
O 3.644273 -1.329520 -0.752706 0.0 -0.5 -0.5 -0.11
O 4.906723 1.640162 -0.643798 0.5 0.5 -0.8 -0.07
H 5.690949 0.801348 -2.308570 0.7 0.5 -1.2 0.09
H 5.952312 -0.047746 -0.784718 0.1 -0.5 -0.4 0.11
H 4.205319 -0.862708 -2.738964 0.0 -0.8 -0.5 0.11
H 3.247437 0.330045 -1.954541 -1.6 0.5 -0.1 0.09
H 3.502279 -2.237104 -1.124862 0.1 0.7 -0.3 0.07
H 4.074472 1.473807 -0.233144 -1.2 -0.1 0.8 0.01
C 0.263930 1.159571 5.945590 1.3 -1.3 -0.3 -0.20
C -0.986176 0.729286 5.105116 1.4 1.1 0.0 -0.23
O -1.693543 1.864880 4.627026 -0.9 0.2 0.4 -0.09
O 1.173059 2.099296 5.337549 -0.1 -1.0 -0.1 -0.09
H 0.895081 0.234100 6.030322 -0.6 0.6 0.0 0.12
H 0.124593 1.484227 6.987191 -0.8 0.0 -0.4 0.11
H -1.624653 0.165728 5.773157 -0.4 -0.1 0.1 0.11
H -0.705880 0.067062 4.274940 0.2 0.3 0.4 0.08
H -1.355980 2.206911 3.787811 0.5 -0.4 0.1 0.05
H 0.754436 2.936885 5.208054 -0.7 0.7 0.0 0.07
C -1.209193 0.625908 0.229885 -0.3 0.3 -1.3 -0.23
C -1.336126 1.288583 1.545867 0.7 -0.9 3.4 -0.19
O -0.257011 2.173397 2.033059 -1.3 -0.6 -1.0 -0.07
O -0.118361 -0.223759 -0.014267 0.8 -0.5 0.9 -0.06
H -1.095047 1.459998 -0.466224 -0.1 -0.2 -0.5 0.11
H -2.128427 0.052694 -0.028036 0.1 0.7 0.3 0.14
H -1.618186 0.577712 2.404149 0.7 0.6 -1.4 0.11
H -2.163937 1.932636 1.497837 -1.2 1.0 -0.3 0.11
H 0.539628 1.652844 2.107915 0.6 -0.4 0.2 0.04
H -0.170984 -0.969649 0.613029 0.1 0.0 -0.3 0.07
```
Forces are in eV/Å.


no.,DFT total energy (Eh)
1,-830.55016
2,-5316.60215
3,-7830.18223
4,-2594.47406